# 1
C25H29BN8O3S8SbTc as an isolated structure, computed with the ωB97M-V functional and the def2-TZVPD basis.

Structure (XYZ):
```
76
Properties=species:S:1:pos:R:3
Tc -1.39 0.84 -0.42
N 6.21 -1.93 -0.60
C 4.84 -2.02 -0.70
C 4.04 -1.98 0.46
C 2.67 -2.04 0.36
C 2.07 -2.13 -0.90
C 2.85 -2.19 -2.05
C 4.22 -2.13 -1.95
S 0.33 -2.19 -1.02
O -0.21 -2.41 0.30
O -0.05 -3.04 -2.10
N -0.16 -0.65 -1.35
C 0.04 0.03 -2.50
N 0.63 -0.37 -3.62
C 0.66 0.52 -4.60
C 0.11 1.80 -4.50
C -0.47 2.15 -3.30
N -0.47 1.28 -2.29
H 6.63 -2.13 0.29
H 6.76 -2.20 -1.40
H 4.51 -1.95 1.43
H 2.05 -2.06 1.25
H 2.37 -2.31 -3.01
H 4.83 -2.19 -2.84
H 1.15 0.21 -5.51
H 0.15 2.49 -5.33
H -0.91 3.12 -3.12
C -2.78 0.23 4.59
N -1.36 -0.13 4.73
C -0.86 -1.19 5.43
C 0.49 -1.20 5.22
N 0.80 -0.14 4.41
B 2.27 0.30 4.09
N 2.55 0.70 2.55
C 3.86 1.01 2.28
C 3.94 1.42 0.99
N 2.67 1.39 0.48
C 2.34 1.71 -0.90
C 1.85 0.94 1.45
S 0.11 0.61 1.39
C -0.34 0.50 4.14
S -0.47 1.82 3.01
H -3.36 -0.48 5.16
H -3.06 0.17 3.54
H -2.95 1.23 4.97
H -1.48 -1.84 6.02
H 1.25 -1.87 5.58
H 2.53 1.28 4.73
H 2.97 -0.64 4.32
H 4.63 0.92 3.03
H 4.78 1.73 0.39
H 3.03 2.48 -1.24
H 1.33 2.11 -0.94
H 2.43 0.82 -1.52
S -5.21 2.85 1.10
Sb -5.21 5.05 1.19
S -1.85 2.85 0.19
S -2.93 3.88 -1.25
S -3.36 5.64 -0.33
C -4.85 -1.56 0.58
S -3.14 -1.58 0.06
O -2.52 -0.41 0.86
C -3.27 -0.87 -1.57
C -3.68 0.46 -1.71
C -3.67 1.02 -2.99
C -3.27 0.26 -4.08
C -2.87 -1.06 -3.91
C -2.86 -1.64 -2.65
H -5.27 -0.56 0.49
H -4.87 -1.91 1.61
H -5.39 -2.27 -0.06
H -4.07 1.02 -0.87
H -4.01 2.04 -3.13
H -3.28 0.70 -5.07
H -2.55 -1.64 -4.77
H -2.50 -2.65 -2.51
```

## Properties
E: -140542.751 eV
E_LUMO: -0.233 hartree
HOMO-LUMO gap: 6.25 eV
Net charge: +2
HOMO: -12.583 eV
Energy above the lowest of the compared OMol25 structures with the same formula, charge and spin: 20.0 kJ/mol

Atomic partial charges in e from the Mulliken method, atoms 1 to 4: Tc -0.401; N -0.545; C 1.031; C -0.761



# 2
C25H29BeN3O2P as an isolated structure, computed with the ωB97M-V functional and the def2-TZVPD basis.

Structure (XYZ):
```
61
Properties=species:S:1:pos:R:3
Be 2.16 -1.47 -0.35
C 4.56 -1.27 0.54
C 4.51 -0.36 -0.64
N 3.18 -0.41 -1.36
C 3.16 -0.88 -2.71
C 1.99 -1.99 -2.85
N 1.89 -2.67 -1.52
C 2.93 -3.72 -1.39
C 3.66 -3.56 -0.07
N 3.42 -2.23 0.57
H 4.56 -0.65 1.46
H 5.53 -1.80 0.61
H 5.35 -0.53 -1.38
H 4.64 0.66 -0.26
H 2.74 0.48 -1.28
H 4.16 -1.27 -3.06
H 2.91 -0.09 -3.47
H 2.17 -2.70 -3.67
H 1.03 -1.51 -3.06
H 0.95 -3.08 -1.63
H 3.63 -3.72 -2.24
H 2.38 -4.64 -1.36
H 4.74 -3.77 -0.13
H 3.32 -4.32 0.61
H 3.11 -2.35 1.53
O 2.07 -0.55 2.36
C 0.99 -0.46 1.68
O 0.88 -0.93 0.44
C -0.13 0.20 2.36
C -0.03 0.48 3.79
C -1.16 0.76 4.57
C -2.41 0.88 3.92
C -2.50 0.74 2.55
C -1.38 0.39 1.77
P -1.67 0.39 -0.07
C -3.46 0.28 -0.24
C -4.08 -0.84 0.30
C -5.45 -1.03 0.13
C -6.27 0.02 -0.38
C -5.62 1.21 -0.67
C -4.26 1.31 -0.76
C -1.44 2.15 -0.53
C -0.84 2.47 -1.70
C -0.66 3.84 -2.05
C -1.23 4.85 -1.27
C -1.88 4.49 -0.08
C -2.03 3.15 0.29
H 0.96 0.36 4.27
H -1.05 0.89 5.67
H -3.33 1.07 4.52
H -3.46 0.99 2.08
H -3.50 -1.58 0.87
H -5.95 -1.92 0.57
H -7.33 -0.08 -0.34
H -6.22 2.07 -0.92
H -3.89 2.18 -1.28
H -0.33 1.74 -2.35
H -0.11 4.24 -2.89
H -1.08 5.90 -1.38
H -2.34 5.32 0.61
H -2.50 2.84 1.23
```

## Properties
E: -44648.446 eV
E_LUMO: -0.091 hartree
HOMO-LUMO gap: 7.39 eV
Net charge: +1
HOMO: -9.872 eV

Atomic partial charges in e from the Mulliken method, atoms 1 to 4: Be -0.787; C -0.629; C -0.598; N 0.139